DFT (ωB97M-V/def2-TZVPD) results for a 2-piece molecular cluster, C2H6NS overall in a non-equilibrium geometry.

The value obtained for the electronic energy is -532.548266 hartree. The value obtained for the energy above the lowest of the compared OMol25 structures with the same formula, charge and spin is 36.8 kcal per mole. The calculation puts the LUMO energy (alpha / beta) at 7.030 / 6.889 eV.

Structure (ORCA input):
```
! RIJCOSX wB97M-V def2-TZVPD def2/J DEFGRID3
* xyz -2 2
S 0.43416 -2.21812 -1.99608
H 0.48426 -2.47659 -3.33942
C 0.13760 1.01822 1.80346
C 0.18243 0.59368 0.50898
N -0.87878 0.26589 -0.35770
H -0.58574 1.72284 2.17965
H 1.11913 0.97155 2.31066
H 1.06669 0.75218 -0.10553
H -1.56218 -0.32091 0.11036
H -0.39758 -0.30874 -1.11438
*
```

DFT (ωB97M-V/def2-TZVPD) results for a 2-piece molecular cluster, C2H6NS overall in a non-equilibrium geometry.

The value obtained for the electronic energy is -532.335312 hartree. The value obtained for the energy above the lowest of the compared OMol25 structures with the same formula, charge and spin is 72.3 kcal per mole. The calculation puts the LUMO energy (alpha / beta) at -5.669 / -5.669 eV.

Structure (ORCA input):
```
! RIJCOSX wB97M-V def2-TZVPD def2/J DEFGRID3
* xyz 1 1
C -0.51697 0.07262 -1.27269
C -0.16241 -0.85219 -0.21274
N 0.80375 -0.02998 -0.65372
S -0.59012 -2.32355 0.46794
H -0.71368 -0.48639 -2.16140
H -1.17143 0.87352 -1.03229
H -0.44953 1.50923 1.83976
H 0.16581 1.10166 1.74460
H 1.68416 0.13637 -0.38544
H -1.56958 -2.57514 -0.42645
*
```

DFT (ωB97M-V/def2-TZVPD) results for an isolated ion of composition C2H6NS and charge +1 in a non-equilibrium geometry.

The value obtained for the electronic energy is -532.411277 hartree. The value obtained for the energy above the lowest of the compared OMol25 structures with the same formula, charge and spin is 24.6 kcal per mole. The calculation puts the LUMO energy at -5.999 eV.

Structure (ORCA input):
```
! RIJCOSX wB97M-V def2-TZVPD def2/J DEFGRID3
* xyz 1 1
C -1.08149 0.07495 0.00683
C 1.06537 -0.23099 1.38481
N -0.11332 -0.02551 -0.90738
S -0.30707 0.41113 1.87460
H -1.82394 0.82765 -0.16238
H -1.53751 -0.86969 0.21671
H 1.98278 -0.25980 2.11082
H 1.05867 -0.40438 0.31579
H -0.10455 -0.85116 -1.45298
H 0.36010 0.74643 -1.37236
*
```

DFT (ωB97M-V/def2-TZVPD) results for the molecule C2H6O in a non-equilibrium geometry.

The value obtained for the electronic energy is -155.001235 hartree. Its SMILES is CCO. The value obtained for the energy above the lowest of the compared OMol25 structures with the same formula, charge and spin is 15.4 kcal per mole. The calculation puts the LUMO energy at 1.027 eV.

Structure (ORCA input):
```
! RIJCOSX wB97M-V def2-TZVPD def2/J DEFGRID3
* xyz 0 1
C -0.89367 -0.22957 -0.10111
C 0.45790 0.55896 -0.01275
H -1.71487 0.52254 -0.41779
H -1.12559 -0.89246 0.84875
H -0.73972 -1.12660 -0.87728
H 0.45620 1.44167 -0.70015
H 0.40759 0.94875 1.00637
H 1.55654 -0.96393 0.43606
O 1.59561 -0.25936 -0.18209
*
```

DFT (ωB97M-V/def2-TZVPD) results for a 2-piece molecular cluster, C2H6O overall in a non-equilibrium geometry.

The value obtained for the electronic energy is -154.950486 hartree. Its SMILES is C=C.O. The value obtained for the energy above the lowest of the compared OMol25 structures with the same formula, charge and spin is 47.3 kcal per mole. The calculation puts the LUMO energy at 1.074 eV.

Structure (ORCA input):
```
! RIJCOSX wB97M-V def2-TZVPD def2/J DEFGRID3
* xyz 0 1
C -0.53400 0.63443 0.26255
C -0.97464 -0.58365 0.05077
O 1.59124 -0.17945 -0.86672
H -0.10162 0.98790 1.16053
H 1.05089 0.01388 -0.14201
H -0.89892 1.50279 -0.20369
H -1.43191 -0.74425 -0.86902
H -1.12350 -1.14167 0.94075
H 2.42247 -0.48997 -0.33316
*
```

DFT (ωB97M-V/def2-TZVPD) results for the molecule C2H6O in a non-equilibrium geometry.

The value obtained for the electronic energy is -154.987686 hartree. Its SMILES is COC. The value obtained for the energy above the lowest of the compared OMol25 structures with the same formula, charge and spin is 23.9 kcal per mole. The calculation puts the LUMO energy at 1.129 eV.

Structure (ORCA input):
```
! RIJCOSX wB97M-V def2-TZVPD def2/J DEFGRID3
* xyz 0 1
C -0.93042 0.64916 -0.45287
C 0.71674 -0.67328 0.76060
O -0.54147 0.14126 0.76375
H -1.74451 1.25705 -0.11808
H -1.07594 -0.10215 -1.14657
H -0.19365 1.27409 -0.96553
H 0.70572 -1.42195 1.51023
H 1.51006 0.01550 0.90637
H 0.75061 -1.14910 -0.18305
*
```

DFT (ωB97M-V/def2-TZVPD) results for the molecule C2H6O2 in a non-equilibrium geometry.

The value obtained for the electronic energy is -230.232589 hartree. Its SMILES is OCCO. The value obtained for the energy above the lowest of the compared OMol25 structures with the same formula, charge and spin is 30.1 kcal per mole. The calculation puts the LUMO energy at 0.800 eV.

Structure (ORCA input):
```
! RIJCOSX wB97M-V def2-TZVPD def2/J DEFGRID3
* xyz 0 1
C 0.24079 0.18787 -0.81507
C -0.56186 -0.39989 0.27051
H 1.78198 0.73120 0.30323
H -0.14605 1.15906 -1.29484
H 0.26062 -0.45815 -1.72786
H -0.27832 -1.56430 0.39737
H -1.56189 -0.50603 -0.10060
H -0.65034 0.11240 2.16076
O 1.65252 0.26723 -0.51542
O -0.73745 0.47061 1.32193
*
```

DFT (ωB97M-V/def2-TZVPD) results for a 2-piece molecular cluster, C2H6O2 overall in a non-equilibrium geometry.

The value obtained for the electronic energy is -230.238291 hartree. Its SMILES is O=CO.C. The value obtained for the energy above the lowest of the compared OMol25 structures with the same formula, charge and spin is 26.6 kcal per mole. The calculation puts the LUMO energy at 0.690 eV.

Structure (ORCA input):
```
! RIJCOSX wB97M-V def2-TZVPD def2/J DEFGRID3
* xyz 0 1
C -0.01601 -1.14786 -0.43544
C -0.17804 1.59628 0.32686
O 1.04881 -0.68301 -0.89852
O -0.00009 -2.34086 0.21067
H 0.94375 -2.51740 0.38911
H -0.98904 -1.02301 -0.93675
H -0.51078 0.40735 0.51224
H 0.89148 1.68363 0.50846
H -0.76263 2.19408 1.03087
H -0.42746 1.83080 -0.70750
*
```

DFT (ωB97M-V/def2-TZVPD) results for the molecule C2H6O2 in a non-equilibrium geometry.

The value obtained for the electronic energy is -230.147377 hartree. Its SMILES is COCO. The value obtained for the energy above the lowest of the compared OMol25 structures with the same formula, charge and spin is 83.6 kcal per mole. The calculation puts the LUMO energy at 0.738 eV.

Structure (ORCA input):
```
! RIJCOSX wB97M-V def2-TZVPD def2/J DEFGRID3
* xyz 0 1
C -1.45560 0.41258 -0.01452
C 0.72640 -0.49870 0.27673
H -1.12688 1.21480 -0.38267
H -2.31801 0.09545 -0.20771
H -1.25434 0.66263 1.27317
H 0.68813 -0.42006 1.36375
H 1.52334 -1.35685 -0.27209
H 0.92282 1.39824 0.40509
O -0.54364 -0.72752 -0.22409
O 1.28615 0.59283 -0.24501
*
```

DFT (ωB97M-V/def2-TZVPD) results for a 2-piece molecular cluster, C2H6O2PS overall in a non-equilibrium geometry.

The value obtained for the electronic energy is -969.672860 hartree. The value obtained for the energy above the lowest of the compared OMol25 structures with the same formula, charge and spin is 181.4 kcal per mole. The calculation puts the LUMO energy at 3.217 eV.

Structure (ORCA input):
```
! RIJCOSX wB97M-V def2-TZVPD def2/J DEFGRID3
* xyz -1 1
C 1.36207 0.75712 0.51997
C -0.98854 -0.86658 -0.69595
O -2.12040 -1.30280 0.02164
O -1.88375 1.14986 0.88273
P 0.64025 -0.91151 0.26658
S -2.30230 0.32682 -0.24213
H 2.34089 0.51774 -0.05356
H 1.57940 0.84548 1.53104
H 0.91194 1.78949 0.11753
H -0.95902 -1.15634 -1.73374
H 1.63492 -0.21795 -1.97124
H -0.21547 -0.93132 1.35713
*
```